# C3H12NO

A 4-piece molecular cluster, C3H12NO overall at a distorted geometry (ωB97M-V/def2-TZVPD, the OMol25 dataset).

Geometry as XYZ:
```
17
Properties=species:S:1:pos:R:3:forces:R:3
C -0.3821 -1.4861 0.4819 -0.2 -0.1 0.6
C -0.9718 -0.2479 0.5461 -0.3 0.5 -0.7
C -1.2636 0.3737 1.7329 2.2 0.0 0.0
N -2.8519 0.8246 -1.7588 0.4 -0.2 0.2
H -0.1520 -2.0646 1.3744 -0.1 0.0 -0.1
H 15.2554 0.9894 -1.9127 0.1 -0.2 0.1
H -0.1020 -1.8882 -0.4811 0.2 -0.1 -0.1
H -1.1539 0.2945 -0.3765 -0.2 0.0 -0.2
H -1.0650 -0.1293 2.6616 -0.4 -0.3 0.5
H 15.4731 0.3425 -1.6112 -0.1 0.2 -0.1
H -1.3519 1.4502 1.7645 -0.8 0.1 0.0
H -2.9493 1.8023 -1.9894 -0.1 0.1 -0.1
H -3.5685 0.5603 -1.0934 -0.2 0.1 -0.2
H -2.9835 0.2765 -2.5983 -0.1 0.1 -0.1
H -4.7121 -0.5941 1.3322 0.1 0.0 0.1
H -3.1880 -0.2393 1.1938 -0.7 -0.3 0.1
O -4.0329 -0.2645 0.7340 0.0 0.1 -0.2
```
Forces are in eV/Å.

Output
- electronic energy (Eh) = -251.08729
- net charge = +1

These are the natural (NBO) partial charges, in e, on atoms 1 to 5: atom 1 (C): 0.093, atom 2 (C): -0.387, atom 3 (C): 0.009, atom 4 (N): -1.120, atom 5 (H): 0.221

# C6H10O

An isolated molecule of C6H10O (ωB97M-V/def2-TZVPD, the OMol25 dataset).

Geometry as XYZ:
```
17
Properties=species:S:1:pos:R:3:forces:R:3
C -1.9591 -0.3325 -0.9168 -0.2 0.1 -0.2
O -1.4123 -0.4802 0.3951 0.0 0.6 0.3
C -0.2830 0.1462 0.6714 0.0 -0.4 0.1
C 1.5941 -0.3888 -0.8180 0.3 0.0 -0.3
C 0.2379 -0.1945 2.0389 0.0 0.2 0.1
C 0.5958 0.6083 -0.3609 0.0 -0.1 0.0
C 0.1987 1.8584 -0.4957 0.0 -0.5 0.0
H -1.2522 -0.5917 -1.7130 0.0 0.0 0.3
H -2.8241 -0.9945 -0.9424 0.1 0.1 0.0
H -2.2354 0.7184 -1.0231 -0.1 -0.1 -0.2
H 1.1393 -1.3858 -0.7268 0.3 0.1 -0.2
H 2.4774 -0.3591 -0.1712 0.1 -0.1 -0.3
H 1.8509 -0.1835 -1.8531 0.4 -0.2 -0.1
H 1.2454 0.2069 2.1723 -0.3 0.1 0.0
H 0.3020 -1.2933 2.1036 -0.1 0.3 -0.1
H -0.4090 0.1415 2.8495 0.0 0.0 -0.1
H 0.7334 2.5241 -1.2100 -0.5 0.0 0.6
```
Forces are in eV/Å.

Output
- electronic energy (Eh) = -309.68283

These are the natural (NBO) partial charges, in e, on atoms 1 to 5: atom 1 (C): -0.264, atom 2 (O): -0.481, atom 3 (C): 0.614, atom 4 (C): -0.670, atom 5 (C): -0.701

# C26H23IIrN2OS4

C26H23IIrN2OS4 as an isolated structure at a distorted geometry (ωB97M-V/def2-TZVPD, the OMol25 dataset).

Geometry as XYZ:
```
58
Properties=species:S:1:pos:R:3:forces:R:3
Ir 0.6989 -1.6796 0.8765 -0.3 -0.5 0.2
S 4.5122 -4.2402 0.5853 -0.5 0.3 0.0
C 3.1207 -3.3819 0.6912 1.3 -0.9 0.2
S 2.2092 -2.8885 -0.6773 -1.6 1.4 1.2
S 2.3763 -2.8895 2.1582 -1.5 1.1 -1.1
N 1.6214 0.2191 0.7677 0.2 -1.1 -0.3
S 1.2867 1.4809 1.6872 0.3 0.1 -0.4
C 0.6040 2.7456 0.6055 -0.1 -0.2 0.3
C 1.3321 3.2404 -0.4655 0.1 0.0 -0.1
C 0.7440 4.1798 -1.2959 0.0 0.0 0.0
C -0.5518 4.6180 -1.0474 0.0 0.0 0.0
C -1.2682 4.1173 0.0298 0.0 0.0 0.0
C -0.6899 3.1707 0.8636 0.0 -0.1 0.1
C 2.8712 2.2653 2.0578 -0.2 -0.2 0.0
C 2.8673 3.5150 2.6605 0.0 0.1 0.0
C 4.0795 4.1041 2.9780 0.0 0.0 0.0
C 5.2705 3.4460 2.6957 0.0 -0.1 0.0
C 5.2546 2.1935 2.1009 0.0 0.1 0.0
C 4.0456 1.5884 1.7858 -0.1 -0.1 -0.1
H 2.1072 0.4513 -0.0912 0.1 0.0 0.0
H 2.3499 2.9135 -0.6455 0.0 0.0 0.0
H 1.2987 4.5768 -2.1352 0.0 0.0 0.0
H -1.0022 5.3585 -1.6950 0.0 0.0 0.0
H -2.2747 4.4642 0.2234 0.0 0.0 0.0
H -1.2288 2.7685 1.7129 0.0 0.0 0.0
H 1.9360 4.0272 2.8722 0.0 0.0 0.0
H 4.0973 5.0771 3.4498 0.0 0.0 0.0
H 6.2140 3.9093 2.9509 0.0 0.0 0.0
H 6.1819 1.6793 1.8880 0.0 0.0 0.0
H 4.0137 0.5996 1.3457 0.0 0.0 0.0
I -1.6336 -7.0347 -0.8013 0.0 0.3 0.1
C -1.8841 -5.2193 0.2109 -0.1 -0.3 -0.1
C -3.1140 -4.8545 0.7358 0.1 0.0 0.0
C -3.2083 -3.6512 1.4199 0.0 -0.1 0.0
C -2.0893 -2.8498 1.5307 -0.1 0.1 0.1
N -0.9170 -3.1938 0.9932 1.5 0.2 -0.4
C -0.8058 -4.3636 0.3598 0.0 -0.2 -0.1
H -3.9778 -5.4942 0.6174 0.0 0.0 0.0
H -4.1445 -3.3468 1.8657 0.0 0.1 0.0
H -2.1237 -1.9076 2.0608 0.0 0.0 0.0
H 0.1670 -4.6199 -0.0394 0.0 0.1 0.0
C -3.2262 0.8408 -0.3735 0.0 0.1 0.1
C -2.1117 -0.1390 -0.6060 -0.3 0.1 0.1
O -1.2785 -0.2827 0.2909 0.7 -0.5 -0.3
C -2.1193 -0.8826 -1.8870 0.3 -0.1 -0.1
C -3.2406 -0.8807 -2.7215 -0.1 0.1 0.1
C -3.2335 -1.5934 -3.9074 -0.1 0.0 -0.1
C -2.1100 -2.3139 -4.2879 0.0 0.0 0.1
C -0.9804 -2.3066 -3.4806 0.0 0.0 0.0
C -0.9918 -1.5940 -2.2975 0.1 0.1 0.2
H -3.0918 1.3230 0.5908 0.0 0.0 0.0
H -4.1887 0.3271 -0.3840 0.0 0.0 0.0
H -3.2374 1.5945 -1.1616 0.0 0.0 0.0
H -4.1306 -0.3314 -2.4443 0.0 0.0 0.0
H -4.1079 -1.5831 -4.5441 0.0 0.0 0.0
H -2.1092 -2.8716 -5.2149 0.0 0.0 0.0
H -0.0861 -2.8429 -3.7715 0.0 0.0 0.0
H -0.1026 -1.5578 -1.6873 0.1 0.0 0.1
```
Forces are in eV/Å.

Output
- electronic energy (Eh) = -3183.84879
- net charge = +1

These are the natural (NBO) partial charges, in e, on atoms 1 to 5: atom 1 (Ir): 0.768, atom 2 (S): 0.017, atom 3 (C): -0.592, atom 4 (S): 0.124, atom 5 (S): 0.122

# C20H20Cl2F3N3O4S

An isolated molecule of C20H20Cl2F3N3O4S at a distorted geometry (ωB97M-V/def2-TZVPD, the OMol25 dataset).

Geometry as XYZ:
```
53
Properties=species:S:1:pos:R:3:forces:R:3
O -1.1930 -3.9957 2.2541 0.0 -0.3 0.2
C -1.0901 -2.9881 1.5980 -0.5 0.4 -0.3
C -2.2905 -2.0594 1.3315 0.1 -0.2 0.1
N -2.0730 -0.7244 1.8350 -0.3 -0.1 0.5
C -1.3237 0.2251 1.1996 0.2 0.6 -0.1
C -1.1262 0.2621 -0.1861 -0.2 -0.2 0.2
C -0.3876 1.2737 -0.7588 0.1 0.1 -0.5
S -0.0940 1.2212 -2.5239 -0.1 0.2 0.4
O 1.3164 1.3177 -2.7551 0.1 0.3 0.0
O -0.7863 0.0717 -3.0469 -0.2 0.1 0.1
N -0.7999 2.6698 -2.9901 0.7 -0.9 0.4
C -0.2213 3.2810 -4.1774 0.4 0.1 -0.5
C -1.1444 2.8485 -5.3139 0.0 0.1 0.1
C -2.5192 2.9476 -4.6516 0.1 0.0 0.0
C -2.2426 2.5756 -3.1834 -0.8 0.0 0.3
C 0.1635 2.2943 -0.0124 0.0 0.0 0.0
C -0.0239 2.2835 1.3613 -0.1 -0.1 0.0
C -0.7374 1.2615 1.9598 0.0 -0.2 0.0
O -0.9213 1.1992 3.3447 -0.3 0.1 -0.7
C 0.2436 1.1701 4.1190 0.5 -0.3 0.2
C 1.0264 -0.1315 3.8975 0.0 0.0 -0.1
F 1.9946 -0.2796 4.8059 0.1 0.2 0.2
F 1.6106 -0.1752 2.6903 0.1 0.2 -0.1
F 0.2339 -1.2066 3.9746 -0.3 -0.1 0.1
N 0.0574 -2.5202 1.0333 0.2 0.2 -0.3
C 1.3590 -3.0005 1.1738 0.4 -0.2 0.1
C 2.3687 -2.3123 0.5014 0.1 -0.1 0.0
C 3.6788 -2.7361 0.6289 -0.4 -0.2 0.2
Cl 4.9235 -1.8791 -0.1965 0.2 0.1 -0.1
C 4.0119 -3.8330 1.4090 0.0 0.0 0.0
C 2.9914 -4.5020 2.0658 0.0 0.4 -0.3
Cl 3.3791 -5.8670 3.0403 0.1 -0.2 0.2
C 1.6689 -4.1047 1.9613 -0.1 -0.1 0.1
H -3.1556 -2.4852 1.8441 0.2 0.0 -0.1
H -2.5022 -2.0282 0.2612 -0.1 0.0 0.0
H -2.0423 -0.6576 2.8439 0.0 0.0 -0.2
H -1.5348 -0.4888 -0.8436 -0.1 -0.2 0.0
H 0.8074 2.9421 -4.2811 0.0 0.2 -0.1
H -0.2384 4.3681 -4.0486 0.1 -0.1 0.0
H -1.0523 3.4772 -6.1966 0.0 0.0 -0.1
H -0.9275 1.8139 -5.5820 0.0 0.0 -0.1
H -2.8914 3.9707 -4.7149 0.0 0.0 0.0
H -3.2500 2.2823 -5.1053 -0.1 0.0 0.0
H -2.5529 1.5527 -2.9633 -0.2 0.1 0.0
H -2.7430 3.2540 -2.4871 0.0 -0.1 -0.1
H 0.7349 3.0635 -0.5016 0.1 0.2 0.0
H 0.3976 3.0696 1.9691 0.0 0.1 0.1
H -0.0758 1.2012 5.1641 0.1 0.0 -0.1
H 0.9237 2.0053 3.9132 -0.1 -0.1 0.0
H -0.0106 -1.6851 0.4644 -0.1 -0.1 0.2
H 2.1346 -1.4523 -0.1081 0.0 0.1 -0.1
H 5.0357 -4.1545 1.5022 0.1 0.0 0.0
H 0.8898 -4.6359 2.4815 0.0 0.0 0.0
```
Forces are in eV/Å.

Output
- electronic energy (Eh) = -2857.56396

These are the natural (NBO) partial charges, in e, on atoms 1 to 5: atom 1 (O): -0.587, atom 2 (C): 0.673, atom 3 (C): -0.307, atom 4 (N): -0.585, atom 5 (C): 0.142

# C5H11N

An isolated molecule of C5H11N at a distorted geometry (ωB97M-V/def2-TZVPD, the OMol25 dataset).

Geometry as XYZ:
```
17
Properties=species:S:1:pos:R:3:forces:R:3
C 1.9114 1.1527 0.3724 -0.1 -0.1 -4.1
C 1.8566 -0.2419 -0.2891 -1.1 0.8 6.2
C 0.4712 -0.9169 -0.5484 -0.2 2.0 -2.1
C -0.4223 -0.3789 0.5444 -1.4 -1.1 1.3
N -1.7318 -0.8570 0.3855 0.8 1.5 0.8
C -2.5938 0.1477 -0.1532 -1.0 -0.3 -2.2
H 2.3546 1.3239 1.3361 -0.3 0.1 0.4
H -0.0509 -0.7488 1.5226 0.3 -0.3 -0.2
H 2.1473 1.8506 -0.4050 0.0 1.5 0.2
H 2.6416 -0.5791 -0.9472 0.2 0.3 -0.1
H 1.9122 -0.2975 0.9012 1.0 -3.7 -2.0
H 0.4132 -1.9830 -0.7509 0.4 -0.1 0.7
H 0.0635 -0.4589 -1.4757 0.2 -0.3 0.0
H -0.2568 0.7436 0.5679 0.0 -0.1 -0.4
H -2.8710 0.9301 0.5722 0.7 0.1 -0.1
H -2.2745 0.5422 -1.1631 0.4 0.4 1.1
H -3.5703 -0.2287 -0.4696 -0.1 -0.7 0.5
```
Forces are in eV/Å.

Output
- electronic energy (Eh) = -251.55673

These are the natural (NBO) partial charges, in e, on atoms 1 to 5: atom 1 (C): -0.371, atom 2 (C): -0.531, atom 3 (C): -0.370, atom 4 (C): -0.281, atom 5 (N): -0.284

# C3H4IN

A 2-piece molecular cluster, C3H4IN overall at a distorted geometry (ωB97M-V/def2-TZVPD, the OMol25 dataset).

Geometry as XYZ:
```
9
Properties=species:S:1:pos:R:3:forces:R:3
C -0.5501 -2.1384 0.0869 -0.7 1.0 -0.7
C -0.6721 -0.9753 -0.2590 0.7 -1.9 1.0
N -0.2360 0.2581 -0.3960 -0.8 3.6 -0.2
C -0.9196 1.3422 -0.1717 0.6 -3.2 -0.1
H -0.6611 -3.1550 0.3363 -0.1 -0.4 0.1
H -1.9439 1.3199 0.1190 -0.9 -0.2 0.2
H -0.4883 2.2965 -0.1832 1.1 1.0 -0.4
I 2.9738 1.2924 0.0216 -0.1 -0.9 0.3
H 2.4972 -0.2405 0.4460 0.2 1.0 -0.3
```
Forces are in eV/Å.

Output
- electronic energy (Eh) = -469.03340

These are the natural (NBO) partial charges, in e, on atoms 1 to 5: atom 1 (C): -0.256, atom 2 (C): 0.114, atom 3 (N): -0.429, atom 4 (C): 0.001, atom 5 (H): 0.233